Record 1
A structure of composition C5H10O. Source: the OMol25 dataset; level of theory: ωB97M-V/def2-TZVPD.

Structure (XYZ):
```
16
Properties=species:S:1:pos:R:3:forces:R:3
C 2.23080 0.73555 0.59310 0.14 0.07 0.10
C 1.14606 0.25552 -0.37934 0.02 -0.01 -0.04
C -0.03724 -0.02710 0.48160 0.14 0.22 -0.12
C -1.83633 -1.50950 -0.39268 -0.21 -0.20 -0.02
C -1.19586 0.83570 0.19970 -0.02 0.07 0.13
O -1.41117 -0.19688 -0.79990 0.11 -0.20 -0.05
H 2.36992 -0.00132 1.39034 0.01 0.13 -0.12
H 1.94778 1.68608 1.05885 0.08 -0.11 -0.05
H 3.18277 0.87849 0.07630 -0.10 0.02 0.04
H 1.47814 -0.68636 -0.83739 -0.01 0.17 0.09
H 0.98372 0.98474 -1.19250 0.01 -0.04 0.18
H -2.57914 -1.82803 -1.13071 -0.02 0.07 0.18
H -0.97707 -2.18514 -0.41231 -0.25 0.07 -0.02
H -2.24543 -1.50921 0.62142 -0.02 0.07 -0.20
H -1.08177 1.78329 -0.34582 0.01 -0.18 0.03
H -2.00101 0.90141 0.93966 0.11 -0.15 -0.14
```
Positions in Å, forces in eV/Å.

Its max |F| is 0.00567 Eh/bohr. The value obtained for the frontier orbital gap is 8.97 eV. The value obtained for the energy above the lowest of the compared OMol25 structures with the same formula, charge and spin is 4.774 eV.

Record 2
An isolated molecule of C5H10O. Source: the OMol25 dataset; level of theory: ωB97M-V/def2-TZVPD.

Structure (XYZ):
```
16
Properties=species:S:1:pos:R:3:forces:R:3
C 0.88608 -0.01369 -1.73296 0.05 0.00 -0.04
C -0.31832 -1.19184 0.68615 -0.19 0.23 0.28
C -1.38388 -1.38836 1.67355 0.15 -0.09 0.06
C 0.27911 0.16749 0.73733 -0.08 -0.06 -0.02
C 0.27219 0.84644 -0.63877 -0.16 -0.32 -0.06
O 0.96487 2.07333 -0.47026 0.01 0.19 -0.20
H 0.73526 0.44433 -2.71790 0.05 -0.03 0.14
H 1.96174 -0.12473 -1.55883 -0.12 0.01 -0.01
H 0.43088 -1.00702 -1.72661 0.07 0.16 -0.06
H -1.42087 -0.73677 2.56168 0.08 -0.05 -0.11
H -1.59803 -2.43308 1.91612 0.01 0.16 -0.05
H -2.21448 -1.06542 1.00659 0.04 -0.01 0.03
H -0.12253 0.87061 1.48924 -0.02 -0.15 -0.11
H 1.33858 -0.01484 0.99414 -0.12 -0.05 -0.04
H -0.78204 1.05273 -0.89385 0.17 -0.01 0.02
H 0.97146 2.52083 -1.32563 0.05 0.00 0.16
```
Positions in Å, forces in eV/Å.

Its max |F| is 0.00794 Eh/bohr. The value obtained for the frontier orbital gap is 8.59 eV. The value obtained for the energy above the lowest of the compared OMol25 structures with the same formula, charge and spin is 3.764 eV.

Record 3
An isolated molecule of C5H10O at a distorted geometry. Source: the OMol25 dataset; level of theory: ωB97M-V/def2-TZVPD.

Structure (XYZ):
```
16
Properties=species:S:1:pos:R:3:forces:R:3
C -1.14364 -1.59173 -0.70028 0.15 -0.14 0.00
C -0.64283 -0.22671 -0.30508 0.30 -0.33 0.14
C 0.20766 0.02476 0.87502 0.08 -0.05 0.15
C 0.39153 1.57662 0.88217 -0.05 0.09 0.36
O 0.73191 1.97736 -0.43420 -0.55 1.09 0.09
C 1.18296 -0.31587 -0.17909 -0.28 -0.59 -0.26
H -1.79287 -2.04533 0.06019 0.08 0.15 -0.01
H -0.29631 -2.26255 -0.84557 -0.18 -0.20 0.03
H -1.71142 -1.55991 -1.63898 0.17 0.08 0.21
H -1.44136 0.53857 -0.42097 1.02 0.06 -0.70
H 0.24080 1.34869 -1.00158 0.51 0.75 -0.07
H 0.10152 -0.48689 1.82919 -0.02 0.08 0.08
H 1.22328 1.86001 1.53451 -0.12 0.00 0.01
H -0.51555 2.11991 1.17690 0.01 -0.28 0.32
H 2.11093 0.28082 -0.14121 -0.94 0.18 -0.98
H 1.35336 -1.23775 -0.69102 -0.18 -0.88 0.63
```
Positions in Å, forces in eV/Å.

Its max |F| is 0.02674 Eh/bohr. Its SMILES is C[C@@H]1C[C@H]1CO. The value obtained for the frontier orbital gap is 9.93 eV. The value obtained for the energy above the lowest of the compared OMol25 structures with the same formula, charge and spin is 3.926 eV.

Record 4
An isolated molecule of C5H10O at a distorted geometry. Source: the OMol25 dataset; level of theory: ωB97M-V/def2-TZVPD.

Structure (XYZ):
```
16
Properties=species:S:1:pos:R:3:forces:R:3
C 2.09195 0.23887 1.22572 0.14 -0.07 0.02
C 0.99816 0.19512 0.18271 0.20 0.07 0.14
C -1.00734 -0.41154 -1.78235 0.87 0.02 -1.27
C -1.76378 -0.50446 -0.59389 -1.12 0.90 1.95
C -1.25002 0.24421 0.69824 -0.86 -0.46 0.11
O -0.12331 0.94341 0.68005 0.94 0.17 -0.33
H 2.50140 1.24759 1.33464 -0.10 -0.14 0.04
H 2.90477 -0.43818 0.94170 -0.07 0.13 0.03
H 1.68801 -0.09509 2.18630 0.10 0.08 -0.10
H 1.31503 0.63237 -0.77060 -0.02 -0.06 0.16
H -0.63850 0.55111 -2.11705 -0.06 -0.09 0.00
H -0.62306 -1.28965 -2.29167 -0.15 0.13 0.04
H -2.15356 -1.49690 -0.35669 0.11 0.12 0.02
H -2.61685 0.21256 -0.62084 -0.18 -0.53 -0.56
H 0.67632 -0.83418 0.01058 0.13 0.06 0.00
H -1.99921 0.80475 1.27314 0.07 -0.32 -0.24
```
Positions in Å, forces in eV/Å.

Its max |F| is 0.04704 Eh/bohr. The value obtained for the frontier orbital gap (alpha / beta) is 8.62 / 7.39 eV. The value obtained for the energy above the lowest of the compared OMol25 structures with the same formula, charge and spin is 4.470 eV.

Record 5
A structure of composition C5H10O. Source: the OMol25 dataset; level of theory: ωB97M-V/def2-TZVPD.

Structure (XYZ):
```
16
Properties=species:S:1:pos:R:3:forces:R:3
C -1.56709 1.05973 -0.03254 0.01 0.04 0.00
C -1.34597 -0.41207 0.32467 -0.03 -0.05 -0.01
C 0.10973 -0.75211 0.67533 0.06 0.02 -0.01
C 1.04301 -0.45377 -0.47648 -0.13 0.10 -0.06
C 1.71442 0.86717 -0.58731 -0.30 -0.04 -0.39
O 2.45802 -0.73650 -0.22470 0.12 0.36 0.61
H -1.01299 1.34456 -0.93530 -0.09 -0.04 0.15
H -1.23091 1.71781 0.77735 -0.05 -0.12 -0.13
H -2.62867 1.26114 -0.21739 0.19 -0.04 0.03
H -1.67212 -1.04782 -0.51140 0.06 0.10 0.14
H -1.98126 -0.68127 1.17824 0.11 0.04 -0.15
H 0.18807 -1.81570 0.94160 0.00 0.18 -0.06
H 0.43211 -0.15880 1.54325 -0.04 -0.08 -0.15
H 0.79641 -1.01946 -1.38181 0.01 0.15 0.12
H 2.03422 0.99550 -1.63513 -0.08 -0.04 0.13
H 2.66301 -0.16842 0.56161 0.15 -0.58 -0.20
```
Positions in Å, forces in eV/Å.

Its max |F| is 0.01395 Eh/bohr. The value obtained for the frontier orbital gap is 9.54 eV. The value obtained for the energy above the lowest of the compared OMol25 structures with the same formula, charge and spin is 4.212 eV.

Record 6
A cluster of 2 separate species, C5H10O in total. Source: the OMol25 dataset; level of theory: ωB97M-V/def2-TZVPD.

Structure (XYZ):
```
16
Properties=species:S:1:pos:R:3:forces:R:3
C 1.34173 -0.93049 0.08101 0.00 -0.03 0.00
C 0.48913 0.03894 0.89108 0.11 -0.07 0.07
C 0.36546 1.49803 0.33738 0.12 0.15 -0.03
C -1.12477 1.23751 0.28784 -0.09 -0.08 0.05
C -1.02181 -0.01591 0.74336 -0.09 0.08 0.03
O -1.31867 -1.16829 -2.09488 0.05 -0.04 -0.02
H 1.15071 -1.97061 0.37371 0.02 0.16 -0.03
H 1.14223 -0.83072 -0.99304 0.04 0.01 0.17
H 2.40816 -0.73586 0.23996 -0.15 -0.01 -0.04
H 0.80279 0.02118 1.94219 -0.03 0.02 -0.12
H 0.68868 2.28871 1.02282 -0.04 -0.10 -0.09
H 0.85010 1.64926 -0.63448 -0.06 -0.03 0.15
H -1.96727 1.86332 0.00313 0.13 -0.11 0.05
H -1.37740 -0.40542 -1.50375 -0.02 -0.08 -0.06
H -1.74686 -0.79886 0.95537 0.10 0.14 -0.03
H -0.68221 -1.74079 -1.65170 -0.10 0.00 -0.10
```
Positions in Å, forces in eV/Å.

Its max |F| is 0.00374 Eh/bohr. Its SMILES is C[C@@H]1C=CC1.O. The value obtained for the frontier orbital gap is 10.83 eV. The value obtained for the energy above the lowest of the compared OMol25 structures with the same formula, charge and spin is 1.671 eV.

The lowest energy above the lowest of the compared OMol25 structures with the same formula, charge and spin belongs to which entry? number 6

energy above the lowest of the compared OMol25 structures with the same formula, charge and spin of number 2 (C5H10O)? 3.764 eV

Which of these has the highest max |F|? number 4